[1]
Density functional theory data (ωB97M-V/def2-TZVPD) for one molecule with the formula CH3PS4.

```
! RIJCOSX wB97M-V def2-TZVPD def2/J DEFGRID3
* xyz 0 1
C -0.790 -1.502 -0.009
P 0.550 -0.538 0.920
S -1.749 -0.074 0.738
S -1.959 1.187 -0.783
S 1.665 2.436 0.186
S 1.384 0.546 -0.642
H -0.963 -1.441 -1.134
H -0.990 -2.549 0.299
H 2.854 1.936 0.425
*
```

Summary:
HOMO level = -8.156 eV
E_tot = -53714.3845 eV
Energy above the lowest of the compared OMol25 structures with the same formula, charge and spin = 35.2 kcal/mol
LUMO energy = -0.0294 Ha
Structure (SMILES) = S=S1#P(SS)C1
Strongest force on any atom = 1.7 eV/Å
Kohn-Sham gap = 7.4 eV

[2]
Density functional theory data (ωB97M-V/def2-TZVPD) for one molecule with the formula C5H9NO2.

```
! RIJCOSX wB97M-V def2-TZVPD def2/J DEFGRID3
* xyz 0 1
C -0.751 -0.310 -0.333
C -0.699 1.192 -0.056
C -0.491 -1.024 0.992
C 1.111 -1.037 1.067
C 1.240 -1.551 -0.402
H 0.254 -0.657 -2.209
H -1.666 -0.633 -0.715
H -0.971 -2.067 1.056
H -0.790 -0.411 1.744
H 1.423 0.089 1.214
H 1.799 -1.731 1.788
H 0.773 -2.576 -0.218
H 2.341 -1.617 -0.831
H 0.923 1.143 -0.958
N 0.404 -0.550 -1.193
O -1.597 1.753 0.486
O 0.425 1.832 -0.502
*
```

Summary:
HOMO level = -9.440 eV
E_tot = -10914.8639 eV
Energy above the lowest of the compared OMol25 structures with the same formula, charge and spin = 39.5 kcal/mol
LUMO energy = 0.0267 Ha
Structure (SMILES) = O=C(O)[C@@H]1CCCN1
Strongest force on any atom = 3.2 eV/Å
Kohn-Sham gap = 10.2 eV

[3]
Density functional theory data (ωB97M-V/def2-TZVPD) for a 15-piece molecular cluster, C84H110F24N12O26S8 overall.

```
! RIJCOSX wB97M-V def2-TZVPD def2/J DEFGRID3
* xyz 4 1
C 20.692 -9.649 27.820
C 20.056 -10.932 27.247
N 19.992 -11.005 25.677
C 19.292 -12.386 25.507
C 19.268 -9.765 25.085
C 17.895 -9.630 25.751
C 21.418 -11.167 25.035
C 21.467 -11.894 23.665
O 21.539 -13.281 23.902
C 21.303 -14.145 22.816
H 20.002 -8.806 27.834
H 21.586 -9.289 27.312
H 20.993 -9.825 28.852
H 19.089 -11.061 27.731
H 20.759 -11.676 27.623
H 19.010 -12.546 24.466
H 18.332 -12.424 26.021
H 19.952 -13.054 26.059
H 19.171 -10.108 24.055
H 19.998 -8.956 25.088
H 17.201 -10.459 25.891
H 17.396 -8.767 25.310
H 17.953 -9.372 26.809
H 22.022 -11.846 25.637
H 21.850 -10.167 25.007
H 22.428 -11.644 23.216
H 20.634 -11.649 23.006
H 21.908 -13.960 21.929
H 20.297 -14.291 22.422
H 21.671 -15.143 23.056
C 20.997 -0.745 30.403
C 20.928 -1.776 29.253
N 20.285 -3.153 29.581
C 18.817 -3.080 29.913
C 20.547 -3.920 28.241
C 19.643 -3.519 27.074
C 21.027 -3.828 30.778
C 20.725 -5.314 30.991
O 19.443 -5.682 30.573
C 19.395 -7.094 30.536
H 20.053 -0.608 30.929
H 20.934 0.232 29.923
H 21.823 -0.785 31.113
H 21.944 -1.908 28.884
H 20.269 -1.375 28.483
H 18.723 -2.902 30.984
H 18.237 -3.965 29.649
H 18.346 -2.203 29.469
H 20.468 -4.996 28.394
H 21.583 -3.835 27.913
H 19.800 -4.248 26.280
H 19.958 -2.558 26.668
H 18.568 -3.577 27.249
H 20.812 -3.291 31.702
H 22.057 -3.601 30.504
H 20.919 -5.691 31.995
H 21.471 -5.907 30.462
H 20.168 -7.623 29.979
H 18.390 -7.306 30.171
H 19.420 -7.480 31.556
C 24.595 2.783 34.623
N 24.798 2.668 33.087
C 23.831 2.074 32.301
C 24.001 2.048 30.944
C 25.174 2.571 30.359
C 26.126 3.179 31.206
C 25.910 3.267 32.590
C 25.458 2.474 28.909
C 24.526 2.919 28.024
C 24.831 3.084 26.618
N 26.039 2.681 26.132
C 26.981 2.204 27.040
C 26.746 2.074 28.413
C 26.361 3.056 24.789
H 23.834 2.047 34.882
H 24.290 3.817 34.780
H 25.534 2.518 35.108
H 23.010 1.704 32.898
H 23.298 1.512 30.323
H 26.883 3.746 30.684
H 26.644 3.747 33.221
H 23.567 3.186 28.442
H 24.079 3.340 25.886
H 27.959 1.970 26.644
H 27.515 1.658 29.046
H 26.973 2.259 24.368
H 27.062 3.886 24.874
H 25.480 3.411 24.254
C 16.564 -11.174 30.883
N 15.456 -10.501 31.643
C 15.462 -9.132 31.776
C 14.456 -8.520 32.565
C 13.369 -9.225 33.075
C 13.389 -10.617 32.859
C 14.452 -11.214 32.186
C 12.204 -8.479 33.820
C 11.681 -7.302 33.348
C 10.623 -6.657 33.993
N 10.021 -7.179 35.129
C 10.590 -8.305 35.644
C 11.688 -8.976 35.030
C 8.875 -6.501 35.742
H 16.176 -11.596 29.955
H 16.832 -12.053 31.469
H 17.387 -10.488 30.680
H 16.306 -8.620 31.337
H 14.457 -7.459 32.762
H 12.597 -11.226 33.271
H 14.403 -12.259 31.918
H 12.134 -6.795 32.509
H 10.214 -5.717 33.655
H 10.178 -8.652 36.579
H 12.092 -9.855 35.510
H 9.234 -5.493 35.950
H 8.541 -6.937 36.684
H 8.114 -6.477 34.962
C 21.334 -5.034 35.695
N 20.082 -4.804 34.968
C 19.846 -3.520 34.516
C 18.798 -3.307 33.703
C 17.857 -4.310 33.367
C 18.153 -5.618 33.819
C 19.222 -5.881 34.703
C 16.598 -3.948 32.643
C 15.879 -2.801 32.794
C 14.721 -2.490 31.995
N 14.247 -3.440 31.144
C 14.913 -4.612 31.038
C 16.052 -4.943 31.761
C 13.019 -3.271 30.368
H 21.310 -6.029 36.139
H 21.405 -4.277 36.476
H 22.166 -5.054 34.991
H 20.610 -2.788 34.733
H 18.755 -2.297 33.323
H 17.465 -6.434 33.658
H 19.491 -6.836 35.131
H 16.193 -2.030 33.483
H 14.130 -1.590 32.085
H 14.514 -5.308 30.314
H 16.458 -5.937 31.644
H 12.298 -2.747 30.995
H 12.548 -4.252 30.304
H 13.092 -2.757 29.409
C 17.209 1.363 16.562
N 17.730 1.253 17.948
C 18.237 2.340 18.502
C 18.766 2.361 19.775
C 18.720 1.177 20.571
C 18.084 0.012 20.005
C 17.653 0.068 18.674
C 19.358 1.177 21.895
C 18.583 1.256 23.116
C 19.264 1.150 24.351
N 20.578 0.966 24.365
C 21.331 0.878 23.255
C 20.742 1.037 21.975
C 21.279 0.696 25.642
H 16.943 0.361 16.225
H 18.020 1.649 15.891
H 16.446 2.137 16.481
H 18.226 3.259 17.936
H 19.150 3.293 20.162
H 17.917 -0.836 20.653
H 17.177 -0.756 18.163
H 17.503 1.264 23.103
H 18.776 1.101 25.313
H 22.402 0.926 23.380
H 21.325 1.166 21.074
H 22.343 0.683 25.406
H 20.997 -0.315 25.939
H 20.951 1.549 26.236
C 15.367 -7.907 23.837
N 16.620 -7.220 23.501
C 16.942 -6.048 24.133
C 18.227 -5.518 24.062
C 19.122 -6.016 23.143
C 18.716 -7.149 22.368
C 17.488 -7.745 22.564
C 20.428 -5.367 22.874
C 21.568 -6.180 22.660
C 22.828 -5.559 22.374
N 22.924 -4.234 22.368
C 21.869 -3.448 22.585
C 20.629 -4.043 22.858
C 24.208 -3.633 22.146
H 14.819 -7.655 24.745
H 15.604 -8.961 23.975
H 14.654 -7.743 23.029
H 16.126 -5.552 24.638
H 18.372 -4.600 24.612
H 19.288 -7.568 21.553
H 17.230 -8.718 22.173
H 21.429 -7.251 22.676
H 23.737 -6.096 22.150
H 21.949 -2.372 22.554
H 19.801 -3.441 23.202
H 24.106 -2.553 22.041
H 24.543 -4.021 21.183
H 24.892 -3.885 22.957
C 16.318 -6.542 27.618
F 17.529 -6.813 27.027
F 16.476 -5.555 28.507
F 15.345 -6.219 26.744
S 15.660 -8.140 28.549
O 16.896 -8.758 29.073
O 14.754 -7.643 29.595
O 14.956 -8.959 27.521
C 23.518 -6.397 27.722
F 23.923 -5.211 28.168
F 24.608 -7.164 27.908
F 22.531 -6.921 28.533
S 22.946 -6.315 25.954
O 21.884 -5.301 25.979
O 24.087 -5.831 25.147
O 22.493 -7.668 25.543
C 15.776 -2.459 26.219
F 16.122 -3.827 26.324
F 14.594 -2.367 25.573
F 15.628 -2.060 27.429
S 17.181 -1.410 25.221
O 16.428 -0.255 24.755
O 18.172 -1.029 26.194
O 17.663 -2.294 24.114
C 24.165 -1.731 35.423
F 25.322 -2.338 35.021
F 23.435 -2.514 36.267
F 24.453 -0.555 35.989
S 23.131 -1.364 33.825
O 24.045 -0.656 32.921
O 22.718 -2.687 33.407
O 22.015 -0.429 34.187
C 19.789 3.850 29.264
F 20.260 2.687 28.884
F 19.749 4.697 28.264
F 18.562 3.683 29.761
S 20.912 4.504 30.698
O 21.015 3.309 31.600
O 22.174 4.900 30.060
O 20.153 5.557 31.368
C 17.236 0.678 29.924
F 16.622 1.832 29.476
F 16.646 -0.386 29.320
F 18.497 0.776 29.564
S 16.978 0.567 31.806
O 17.798 -0.521 32.351
O 17.366 1.861 32.407
O 15.573 0.277 31.936
C 22.077 -10.008 33.388
F 20.807 -9.622 33.159
F 22.106 -11.169 34.058
F 22.704 -10.092 32.211
S 22.888 -8.490 34.365
O 22.257 -7.308 33.809
O 22.515 -8.566 35.753
O 24.343 -8.527 34.166
C 24.708 -1.370 26.804
F 23.583 -0.882 27.284
F 25.702 -0.591 27.373
F 24.865 -2.674 27.151
S 24.803 -1.093 24.912
O 23.464 -1.443 24.418
O 25.039 0.284 24.686
O 25.826 -2.003 24.264
*
```

Summary:
HOMO level = -12.446 eV
E_tot = -311868.5776 eV
LUMO energy = -0.3388 Ha
Strongest force on any atom = 6.0 eV/Å
Kohn-Sham gap = 3.2 eV

[4]
Density functional theory data (ωB97M-V/def2-TZVPD) for one molecule with the formula C6H10.

```
! RIJCOSX wB97M-V def2-TZVPD def2/J DEFGRID3
* xyz 0 1
C -0.516 -0.411 0.418
C -1.082 0.842 1.029
C -0.723 -1.693 -0.280
C 0.559 -0.993 -0.319
C -0.250 1.997 1.386
C 1.150 -0.408 -1.642
H -2.196 0.862 1.111
H -0.846 -2.651 0.376
H -1.294 -1.792 -1.215
H 1.491 -1.482 0.105
H -0.346 2.175 2.519
H -0.547 2.931 0.886
H 0.855 1.755 1.360
H 0.436 0.302 -2.194
H 1.122 -1.445 -2.165
H 2.187 0.011 -1.373
*
```

Summary:
HOMO level = -8.325 eV
E_tot = -6380.5031 eV
Energy above the lowest of the compared OMol25 structures with the same formula, charge and spin = 77.4 kcal/mol
LUMO energy = 0.0386 Ha
Structure (SMILES) = C/C=C1/C[C@H]1C
Strongest force on any atom = 7.3 eV/Å
Kohn-Sham gap = 9.4 eV